(1)
This record from OMol25 describes a molecular structure, C41H68Br12Cl4NO14 in a non-equilibrium geometry. The level of theory is wB97M-V/def2-TZVPD.

## Properties
orbital gap: 0.9 eV
total charge: -1
DFT total energy: -35439.6396 hartree

XYZ file:
```
140
Properties=species:S:1:pos:R:3:mulliken_charge:R:1
C 3.6578 11.1269 23.8317 -1.2916
C 2.2969 11.0996 24.5427 -0.5914
C 1.1567 10.3254 23.8093 -0.2424
C -0.2388 10.4099 24.5311 -0.8499
N -1.4117 9.9470 23.5586 0.4258
C -1.2831 10.4859 22.1404 -0.9328
C -2.7380 10.3296 21.5681 -1.0084
C -3.6911 10.5010 22.7584 -0.4621
C -2.8167 10.4270 24.0318 -0.7677
C -1.4169 8.4007 23.5356 -1.0065
H 3.9696 10.1224 23.5454 0.3249
H 4.4314 11.5668 24.4611 0.3737
H 3.5171 11.7000 22.9152 0.3291
H 2.0756 12.1648 24.6098 0.3518
H 2.3681 10.7257 25.5641 0.4087
H 1.3784 9.2676 23.6679 0.3387
H 1.0194 10.7912 22.8335 0.1957
H -0.4467 11.4001 24.9365 0.3143
H -0.2709 9.7537 25.4008 0.4656
H -0.4695 10.0716 21.5450 0.4629
H -0.9733 11.5244 22.2572 0.5659
H -2.9069 9.3692 21.0810 0.3956
H -2.9975 10.9756 20.7294 0.4233
H -4.3513 9.6338 22.7712 0.2461
H -4.3677 11.3548 22.7949 0.4532
H -3.1167 9.7652 24.8443 0.4958
H -2.6717 11.4331 24.4252 0.3542
H -1.5338 7.9440 24.5184 0.4224
H -0.4382 8.0813 23.1774 0.3322
H -2.1117 7.9715 22.8137 0.3796
O -1.7363 5.6149 32.1256 -0.8383
C -1.9220 6.9483 31.6937 -0.3091
C -3.0672 7.2038 30.5487 -0.1967
O -3.5347 8.5299 30.2656 -0.8611
H -0.9136 7.3371 31.5526 0.1964
H -2.1584 7.5322 32.5832 0.1996
H -3.9565 6.6225 30.7923 0.1997
H -2.7688 6.7289 29.6141 0.0943
O -1.2215 17.1458 14.2692 -0.6355
C -2.0835 16.3018 14.5798 0.5863
O -3.2217 16.6098 15.1470 -0.3286
C -3.8965 15.5527 15.7302 -0.3737
C -3.0753 14.3224 15.4624 -0.4576
C -2.0514 14.8239 14.4644 -0.3990
H -4.8340 15.3610 15.2081 0.2565
H -4.1865 15.7061 16.7696 0.2972
H -3.7541 13.5297 15.1478 0.3066
H -2.5134 13.9626 16.3244 0.2400
H -2.1594 14.3100 13.5092 0.2678
H -1.0627 14.5001 14.7897 0.2335
O 11.7336 10.7806 30.2522 -0.5505
C 10.7827 11.5442 30.2412 0.4351
O 10.4555 12.4760 31.2735 -0.3337
C 9.1887 13.0729 31.0558 -0.3493
C 8.6152 12.3098 29.8471 -0.5316
C 9.7665 11.7203 29.1267 -0.3557
H 9.1519 14.1462 30.8691 0.2679
H 8.5523 12.9131 31.9261 0.2696
H 7.8769 12.8205 29.2289 0.3682
H 8.0510 11.5343 30.3651 0.2363
H 10.2960 12.4114 28.4708 0.2244
H 9.5298 10.8697 28.4875 0.3194
O -0.1532 17.0550 20.5910 -0.6440
C 0.6007 18.0578 20.5370 0.5232
O 1.1691 18.5422 21.6231 -0.3207
C 2.0594 19.5872 21.3787 -0.4039
C 2.2569 19.5513 19.8353 -0.4814
C 1.0172 18.8571 19.2880 -0.3311
H 3.0043 19.4616 21.9074 0.3163
H 1.6342 20.5538 21.6487 0.2466
H 3.2359 19.0938 19.6929 0.2698
H 2.2825 20.5634 19.4315 0.2846
H 1.3333 18.2696 18.4261 0.2481
H 0.2418 19.5066 18.8818 0.2850
O -7.6880 4.0097 22.2855 -0.6309
C -8.8241 3.5049 22.4035 0.5186
O -9.1706 2.8678 23.5416 -0.3338
C -10.5339 2.4325 23.6168 -0.3638
C -11.1633 3.0654 22.3916 -0.4096
C -10.0064 3.4064 21.4467 -0.3870
H -10.8637 2.9532 24.5158 0.2190
H -10.6098 1.3653 23.8250 0.2943
H -11.6260 3.9998 22.7092 0.2626
H -11.8497 2.3594 21.9244 0.2922
H -10.1634 4.3137 20.8633 0.2930
H -9.7253 2.6288 20.7364 0.2442
O -4.6834 1.8263 18.2386 -0.6382
C -3.9899 1.1915 19.0751 0.5486
O -4.3963 0.0842 19.6445 -0.3293
C -3.5523 -0.3240 20.6474 -0.3467
C -2.2000 0.2746 20.2158 -0.5880
C -2.5679 1.5872 19.4616 -0.3387
H -3.4392 -1.4014 20.7675 0.2861
H -3.9851 0.1929 21.5039 0.2941
H -1.6249 -0.4143 19.5971 0.2880
H -1.6342 0.5088 21.1176 0.3084
H -1.9171 1.7574 18.6039 0.2539
H -2.4985 2.3908 20.1947 0.2611
O 2.0432 6.0470 19.0774 -0.5262
C 3.1857 6.0580 18.7763 0.4041
O 4.2034 5.6635 19.6651 -0.3403
C 5.4957 5.9282 19.1783 -0.3814
C 5.2742 5.9787 17.6017 -0.5758
C 3.8419 6.5635 17.5335 -0.3167
H 6.2298 5.2009 19.5251 0.3335
H 6.0419 6.8432 19.4075 0.2360
H 5.3209 4.9702 17.1907 0.2791
H 6.0062 6.5968 17.0818 0.3282
H 3.3719 6.2729 16.5940 0.3060
H 3.8651 7.6461 17.6582 0.2388
C -0.5718 13.1863 31.0525 -0.2326
Cl 1.1714 13.1031 30.6074 -0.1538
Cl -1.0254 14.7741 31.8346 -0.1753
H -1.1958 12.9560 30.1890 0.2754
H -0.8782 12.5182 31.8574 0.2816
C -3.2061 2.2391 27.5937 -0.2415
Cl -4.0140 0.6080 27.5183 -0.1777
Cl -1.9405 2.2250 26.3938 -0.1584
H -3.8687 3.0479 27.2858 0.2350
H -2.9474 2.5339 28.6107 0.3337
C 11.2009 4.3255 24.8523 -0.3026
Br 10.5760 2.9585 23.6017 -0.0096
Br 11.0511 3.7171 26.7197 -0.0040
Br 10.3757 6.1108 24.5880 -0.0139
H 12.2644 4.4825 24.6723 0.3295
C 5.3842 14.1762 17.2425 -0.2933
Br 3.5996 13.4326 17.7720 -0.1121
Br 6.3101 15.1760 18.7392 -0.0853
Br 5.1354 15.3235 15.6776 -0.0525
H 5.9815 13.3060 16.9703 0.3296
C -11.0662 11.1799 19.2932 -0.3247
Br -9.7423 10.1207 18.3197 -0.0160
Br -10.3751 12.9163 19.8826 -0.0127
Br -11.5520 10.1611 20.8479 0.0054
H -11.9309 11.3451 18.6505 0.3453
C -5.5342 14.6935 27.6350 -0.3431
Br -6.1466 15.5288 29.3410 -0.0446
Br -3.7349 15.4968 27.1951 -0.0597
Br -7.0454 14.8942 26.2325 -0.0936
H -5.3980 13.6207 27.7716 0.4108
```

=====

(2)
This record from OMol25 describes 12 unconnected molecules or ions with the total composition C41H68Cl33N2 in a non-equilibrium geometry. The level of theory is wB97M-V/def2-TZVPD.

## Properties
orbital gap: 8.1 eV
total charge: +1
DFT total energy: -16898.4263 hartree

XYZ file:
```
144
Properties=species:S:1:pos:R:3:mulliken_charge:R:1
C -0.4549 5.0420 -3.0051 -0.1043
C -0.0427 3.9896 -3.4172 -0.9965
C 0.1637 2.5663 -3.6623 -0.8560
C 1.1421 1.9621 -2.6329 0.1789
C 1.0338 0.4695 -2.8847 -0.5481
N 1.1696 -0.2227 -1.8249 0.4417
C 1.4854 0.6815 -0.6987 0.5947
C 1.5300 0.1579 0.7187 0.0947
C 2.8064 -0.6390 1.0784 0.1342
C 3.4156 -1.4640 -0.0493 0.0809
N 4.5390 -2.2768 0.4277 -0.4496
C 0.7031 1.9486 -1.1076 0.2195
C -0.8113 1.9030 -0.9971 -1.5767
C -1.3647 1.6778 0.4126 0.2520
C -2.8965 1.4294 0.3515 -0.3915
C -3.7241 2.4318 1.1607 -1.0280
C -5.1857 1.9392 1.2742 0.6099
C -6.2515 2.9524 0.8045 -0.5723
C -7.5479 2.8116 1.6267 -1.0669
C -8.8045 2.3154 0.8673 -0.5993
C -8.5294 1.3589 -0.2836 -1.3623
C -7.8589 0.0356 0.1395 0.5387
C -8.5495 -1.2006 -0.4328 -0.4962
C -7.7201 -2.4706 -0.2440 -0.9658
C -6.2758 -2.3246 -0.7313 0.3273
C -5.5789 -3.6844 -0.8823 -0.9786
C -5.0026 -4.2343 0.4208 -1.0549
C -3.8872 -3.3689 1.0229 -0.2912
C -2.5109 -3.6054 0.3573 -0.4257
C -1.3653 -3.7097 1.3780 -1.0647
C -0.0609 -3.0051 0.9242 0.5980
C 0.5100 -2.1332 2.0512 -1.5540
H -0.7624 6.0522 -2.8698 0.4723
H 0.6180 2.4421 -4.6450 0.5716
H -0.7775 2.0222 -3.6749 0.4633
H 2.1599 2.3352 -2.7398 0.5002
H 0.8357 -0.0117 -3.8349 0.5821
H 1.0961 -1.2301 -1.7374 0.2545
H 2.5178 0.9630 -0.9254 -0.5917
H 0.6612 -0.4444 0.9812 -1.2518
H 1.5093 1.0396 1.3567 0.5186
H 2.5253 -1.3521 1.8514 0.7186
H 3.5645 0.0195 1.5014 0.3673
H 3.7150 -0.8334 -0.8977 -0.1844
H 2.6409 -2.1427 -0.4325 0.0952
H 4.6432 -3.0499 -0.2252 0.3116
H 5.3863 -1.7357 0.2768 0.1032
H 1.1510 2.7575 -0.5340 1.0467
H -1.2075 1.1090 -1.6377 0.4454
H -1.2378 2.8353 -1.3591 0.3953
H -0.9335 0.8046 0.8892 -0.4062
H -1.1668 2.5693 1.0069 0.2830
H -3.2108 1.4880 -0.6928 0.3190
H -3.0974 0.4252 0.7196 -0.0066
H -3.2693 2.4902 2.1506 0.3220
H -3.6726 3.4248 0.7142 0.3410
H -5.2801 0.9877 0.7562 -0.8010
H -5.3678 1.7719 2.3343 0.3774
H -6.4261 2.9034 -0.2675 0.2729
H -5.8398 3.9417 1.0034 0.4567
H -7.4053 2.1711 2.4942 0.5010
H -7.7952 3.7969 2.0222 0.4567
H -9.4349 3.1370 0.5295 0.3236
H -9.4062 1.7685 1.5974 0.1920
H -9.4984 1.1194 -0.7279 0.5933
H -7.9613 1.8168 -1.0915 0.4723
H -6.8760 0.0463 -0.3311 -0.2406
H -7.7609 -0.0517 1.2211 0.4459
H -9.4937 -1.3208 0.1043 -0.1552
H -8.8211 -1.0602 -1.4796 0.3722
H -7.7902 -2.8338 0.7816 0.3497
H -8.1832 -3.2568 -0.8473 0.3959
H -5.7339 -1.7338 0.0045 -0.3617
H -6.2641 -1.8402 -1.7082 0.4417
H -6.2975 -4.4148 -1.2578 0.5002
H -4.7962 -3.6180 -1.6417 0.3313
H -4.5498 -5.2013 0.1878 0.4748
H -5.7813 -4.4530 1.1509 0.4032
H -4.1162 -2.3071 0.9464 -0.2777
H -3.8187 -3.6116 2.0824 0.5516
H -2.2889 -2.7680 -0.3059 0.1770
H -2.5645 -4.4900 -0.2762 0.4949
H -1.0944 -4.7547 1.5231 0.1892
H -1.6665 -3.2956 2.3375 0.5454
H 0.6798 -3.7356 0.6043 0.4364
H -0.2652 -2.3384 0.0823 -0.3994
H 1.5104 -1.7772 1.8017 -0.8017
H -0.1285 -1.2641 2.2082 0.3436
H 0.5431 -2.7121 2.9711 0.6592
C 7.2038 0.9272 2.5066 -0.2632
Cl 6.5134 2.5533 2.5840 -0.1377
Cl 6.2555 -0.2083 3.4600 -0.0793
Cl 7.2800 0.3849 0.8262 -0.0228
H 8.2056 0.9657 2.9135 0.4507
C 6.1531 0.0856 -2.9978 0.7051
Cl 6.7983 1.2321 -4.1559 -0.0877
Cl 7.4611 -0.5871 -2.0236 -0.0599
Cl 4.9024 0.8715 -1.9955 -0.1629
H 5.6844 -0.7206 -3.5466 -0.3392
C 10.3095 -2.9801 -3.6603 -0.0495
Cl 10.2315 -2.6527 -1.9139 -0.1203
Cl 9.1190 -2.0105 -4.5317 -0.0772
Cl 11.9213 -2.6659 -4.2871 -0.0907
H 10.0705 -4.0224 -3.8207 0.3156
C 4.3939 2.9287 5.8340 0.3975
Cl 3.1166 4.1240 6.0411 -0.0531
Cl 5.7577 3.2657 6.8957 -0.1218
Cl 3.7642 1.3021 6.1146 -0.1347
H 4.7433 2.9776 4.8111 -0.0749
C 2.9989 5.3659 -6.5272 0.0655
Cl 2.8307 7.1080 -6.3619 -0.1088
Cl 1.7098 4.5343 -5.6350 -0.1474
Cl 2.9987 4.8856 -8.2220 -0.1206
H 3.9457 5.0734 -6.0934 0.2517
C 12.8509 -6.8352 -2.2804 -0.0058
Cl 11.7346 -5.4696 -2.1389 -0.0330
Cl 14.2394 -6.6078 -1.2246 -0.1123
Cl 12.0282 -8.3533 -1.9258 -0.1252
H 13.2049 -6.8742 -3.3020 0.2955
C 1.8314 7.7991 5.0956 0.0191
Cl 0.6576 6.5127 5.3961 -0.0889
Cl 3.4514 7.1331 4.8980 -0.1046
Cl 1.3638 8.7516 3.6883 -0.1257
H 1.8399 8.4526 5.9575 0.2983
C 5.7580 -1.4928 -7.4359 -0.0532
Cl 5.3686 -1.7179 -5.7146 -0.1042
Cl 6.1156 0.1954 -7.7741 -0.1041
Cl 7.0963 -2.5302 -7.8982 -0.0950
H 4.8866 -1.7786 -8.0094 0.3499
C 8.1138 -5.2355 1.8146 -0.0864
Cl 9.3080 -5.8863 2.9340 -0.1211
Cl 6.9684 -4.1922 2.6449 -0.0782
Cl 8.9002 -4.3550 0.4946 -0.0165
H 7.5724 -6.0664 1.3826 0.3053
C -12.8799 0.9926 1.5008 -0.0966
Cl -11.7980 -0.2002 0.7772 -0.0780
Cl -12.4750 1.2528 3.1967 -0.1227
Cl -12.8285 2.5095 0.6033 -0.1151
H -13.8890 0.6065 1.4494 0.3901
C -0.2130 1.3511 6.7365 0.0699
Cl -0.9351 2.9579 6.7816 -0.1058
Cl -1.1458 0.2150 7.7045 -0.1256
Cl -0.0703 0.7793 5.0681 -0.0095
H 0.7849 1.4150 7.1515 0.1660
```

=====

(3)
This record from OMol25 describes 12 unconnected molecules or ions with the total composition C41H68O36 in a non-equilibrium geometry. The level of theory is wB97M-V/def2-TZVPD.

## Properties
orbital gap: 10.3 eV
structure (SMILES): CCOC(=O)OC.CCOC(=O)OC.CCOC(=O)OC.CCOC(=O)OC.CCOC(=O)OC.O=C1OCCO1.O=C1OCCO1.O=C1OCCO1.O=C1OCCO1.O=C1OCCO1.O=C1OCCO1.O=C1OCCO1
energy relative to the best compared isomer or geometry (same formula, charge and spin): 7.470 eV
DFT total energy: -4311.5652 hartree

XYZ file:
```
145
Properties=species:S:1:pos:R:3:mulliken_charge:R:1
C 4.3438 5.3354 -0.4089 -0.1844
C 3.4380 6.6247 -0.2886 -0.3034
O 3.4543 7.1909 -1.6073 -0.3354
C 3.7700 6.1736 -2.4977 0.6444
O 3.4767 6.1218 -3.7281 -0.5701
O 4.3617 5.1670 -1.8385 -0.2986
H 3.8239 4.4563 -0.0284 0.2441
H 5.2566 5.5793 0.1347 0.2758
H 3.7184 7.3154 0.5067 0.3138
H 2.3912 6.3994 -0.0853 0.2148
C -8.1032 0.8809 -0.6533 -0.3984
C -6.8966 1.7782 -0.5185 -0.2435
O -7.3299 2.7531 0.4224 -0.2565
C -8.7179 2.8359 0.2837 0.5867
O -9.3881 3.6899 0.7293 -0.4889
O -9.2076 1.8067 -0.4625 -0.3365
H -8.1778 0.1316 0.1347 0.2478
H -8.1282 0.2862 -1.5664 0.3416
H -6.5520 2.1538 -1.4820 0.2871
H -6.1932 1.1201 -0.0084 0.2600
C -2.5424 2.0720 -9.7107 -0.2956
C -1.7880 3.0076 -8.7947 -0.3239
O -2.2808 2.6346 -7.5095 -0.2749
C -3.4704 1.9966 -7.6946 0.6365
O -4.0850 1.3430 -6.8378 -0.5461
O -3.6929 1.8956 -9.0178 -0.3187
H -2.0585 1.0968 -9.7657 0.2574
H -2.6877 2.4515 -10.7221 0.2894
H -2.0347 4.0228 -9.1054 0.2552
H -0.7047 2.9665 -8.9082 0.3199
C 5.9047 -1.2492 -1.9267 -0.2387
C 7.2479 -0.6913 -2.3980 -0.1764
O 7.6561 -1.6932 -3.2488 -0.3321
C 6.8896 -2.8371 -3.1101 0.6657
O 7.0628 -3.8254 -3.8416 -0.5664
O 5.9936 -2.6100 -2.1537 -0.2844
H 5.0577 -0.8141 -2.4571 0.2004
H 5.6385 -1.2234 -0.8701 0.2188
H 7.8633 -0.5905 -1.5040 0.2365
H 7.2476 0.2664 -2.9185 0.2748
C -3.1848 -4.4389 6.4388 -0.2666
C -3.2296 -5.3303 5.1495 -0.2651
O -1.9034 -5.7396 5.0586 -0.3386
C -1.0218 -5.0146 5.8939 0.6923
O 0.1947 -5.1575 5.9243 -0.5333
O -1.7889 -4.1070 6.5521 -0.3316
H -3.7130 -4.8758 7.2863 0.2719
H -3.7130 -3.5102 6.2228 0.2454
H -3.3319 -4.7314 4.2445 0.2560
H -3.9042 -6.1776 5.2723 0.2689
C 3.2159 3.2618 4.7646 -0.2902
C 4.4909 3.9425 5.1773 -0.1949
O 4.0790 5.2540 5.5030 -0.3297
C 2.8535 5.4253 5.1511 0.6920
O 2.2519 6.4493 5.3939 -0.5790
O 2.3055 4.3067 4.6828 -0.3170
H 2.7092 2.6627 5.5211 0.2296
H 3.2282 2.6489 3.8633 0.2536
H 5.2525 3.8877 4.3995 0.3034
H 4.8065 3.3905 6.0626 0.2308
C 5.6012 -2.9305 4.9434 -0.2954
C 6.4761 -3.7523 4.1080 -0.1275
O 7.1634 -2.7806 3.2796 -0.3617
C 6.6373 -1.6051 3.5086 0.7527
O 6.8503 -0.6573 2.8408 -0.5990
O 5.9277 -1.5659 4.5058 -0.3308
H 5.7885 -2.9056 6.0169 0.2411
H 4.5534 -3.2183 4.8572 0.2415
H 5.8924 -4.4672 3.5281 0.2335
H 7.2882 -4.1992 4.6815 0.2441
C -6.2714 7.5959 -1.8184 -1.0458
C -6.5022 7.2062 -3.3153 -0.2804
O -5.2711 6.8143 -3.9468 -0.3181
C -4.2516 7.6712 -4.2162 0.7058
O -4.2935 8.8879 -4.1202 -0.5628
O -3.2217 6.9240 -4.5926 -0.2374
C -2.0407 7.6375 -4.9637 -0.6824
H -7.2653 7.5236 -1.3769 0.3593
H -5.8875 8.6161 -1.8147 0.3173
H -5.6377 6.9141 -1.2514 0.2853
H -6.8874 8.0099 -3.9428 0.2847
H -7.2931 6.4566 -3.2892 0.3404
H -1.6205 8.2241 -4.1467 0.2875
H -2.2628 8.2816 -5.8146 0.3076
H -1.3064 6.9547 -5.3913 0.2409
C 3.6179 -8.4662 0.6619 -1.0242
C 3.4989 -9.2238 1.9836 -0.1322
O 4.4480 -8.5790 2.8996 -0.2409
C 4.8061 -9.0931 4.0859 0.7314
O 5.5078 -8.5362 4.9445 -0.6341
O 4.3767 -10.3069 4.1882 -0.3178
C 4.7679 -11.0450 5.3361 -0.6662
H 4.0691 -7.4750 0.7071 0.2578
H 2.5926 -8.2501 0.3618 0.2956
H 4.1930 -9.0805 -0.0309 0.3264
H 3.6096 -10.2757 1.7202 0.2409
H 2.5906 -9.0330 2.5551 0.3166
H 5.8513 -11.1572 5.3784 0.2958
H 4.3770 -12.0617 5.2946 0.2595
H 4.4926 -10.6769 6.3245 0.2922
C 1.1500 -2.2656 0.5953 -1.0236
C 1.0763 -0.7976 1.0618 -0.2751
O 1.3622 0.2120 0.0953 -0.2711
C 0.2997 0.6603 -0.6110 0.6952
O -0.8440 0.2740 -0.6326 -0.5665
O 0.6152 1.8643 -1.1246 -0.2650
C -0.1165 2.5957 -2.0506 -0.6411
H 0.2354 -2.5213 0.0603 0.2473
H 1.3255 -3.0107 1.3712 0.3817
H 2.0122 -2.4303 -0.0509 0.2152
H 1.5797 -0.6117 2.0106 0.4362
H 0.0572 -0.6555 1.4216 0.2809
H 0.4608 3.2609 -2.6928 0.2271
H -0.7371 3.2534 -1.4421 0.2391
H -0.7666 1.9310 -2.6196 0.3242
C -3.2800 -5.0756 -2.8613 -0.9139
C -2.3719 -4.8188 -4.0907 -0.2145
O -1.3880 -5.8654 -4.0922 -0.3276
C -1.6881 -7.0688 -4.5897 0.7551
O -2.7393 -7.3439 -5.1550 -0.5727
O -0.5741 -7.7620 -4.5105 -0.3098
C -0.5973 -9.1105 -4.9604 -0.6998
H -4.2207 -4.5251 -2.8451 0.3326
H -2.7789 -4.7708 -1.9426 0.2340
H -3.5015 -6.1428 -2.8570 0.2760
H -1.7631 -3.9373 -3.8897 0.2365
H -2.9367 -4.7601 -5.0211 0.3271
H 0.1331 -9.6446 -4.3527 0.2725
H -0.5213 -9.3361 -6.0241 0.2808
H -1.5267 -9.5296 -4.5748 0.3236
C -3.4516 2.3681 3.6732 -1.1897
C -2.7481 3.5086 2.8942 -0.1363
O -3.1307 4.7100 3.5608 -0.2642
C -2.8940 5.9004 2.9200 0.7530
O -2.3721 5.9901 1.8305 -0.5652
O -2.9843 7.0156 3.7626 -0.3364
C -2.4784 8.3495 3.4037 -0.6703
H -3.4991 1.3765 3.2232 0.3524
H -4.4664 2.7239 3.8513 0.3253
H -3.0108 2.3237 4.6691 0.3343
H -2.9730 3.4541 1.8290 0.3022
H -1.6673 3.4805 3.0323 0.2199
H -2.1349 8.8754 4.2945 0.2635
H -3.3749 8.9188 3.1579 0.2990
H -1.8891 8.3962 2.4879 0.3112
```

=====

Q: The highest orbital gap belongs to which entry?
A: C41H68O36

=====

Q: Which value of DFT total energy does entry 2 give?
A: -16898.4263 hartree